[1]
170
Properties=species:S:1:pos:R:3:lowdin_charge:R:1 method="wB97M-V/def2-TZVPD" mol_weight_g_mol=997.26 charge=0 homo_lumo_gap_ev=8.015 relative_energy_ev=0.0000 lumo_energy_ev=0.06 multiplicity=1
C 6.64 -3.20 1.76 -0.03
C 5.48 -4.14 2.06 -0.44
C 4.86 -3.64 3.38 -0.16
C 3.47 -4.03 3.75 -0.19
C 2.56 -3.69 2.59 -0.14
C 3.08 -4.28 1.22 -0.45
N 4.49 -4.09 0.88 -0.13
O 4.89 -4.70 -0.30 0.00
C 2.58 -5.78 1.25 -0.01
C 2.31 -3.39 0.19 -0.03
C 5.91 -5.64 2.25 -0.02
H 6.33 -2.25 1.31 0.06
H 7.34 -3.64 1.04 0.08
H 7.19 -2.97 2.67 0.09
H 5.53 -3.87 4.21 0.12
H 4.78 -2.55 3.38 0.10
H 3.22 -3.54 4.70 0.12
H 3.46 -5.12 3.84 0.10
H 2.45 -2.60 2.65 0.09
H 1.57 -4.08 2.80 0.11
H 1.49 -5.73 1.15 0.09
H 2.97 -6.31 0.39 0.07
H 2.83 -6.30 2.17 0.07
H 2.59 -3.76 -0.80 0.06
H 1.23 -3.39 0.28 0.09
H 2.71 -2.38 0.15 0.06
H 6.55 -5.91 1.42 0.08
H 5.03 -6.29 2.23 0.07
H 6.51 -5.85 3.14 0.09
H 4.85 -5.64 -0.08 0.07
C -4.15 4.17 3.10 -0.03
C -4.76 2.85 2.53 -0.43
C -3.59 1.88 2.16 -0.11
C -4.00 0.38 2.06 -0.17
C -4.82 0.00 3.27 -0.15
C -6.02 0.86 3.53 -0.51
N -5.68 2.31 3.56 -0.14
O -6.67 3.18 3.86 0.00
C -7.19 0.48 2.58 -0.02
C -6.47 0.50 4.94 -0.05
C -5.53 3.17 1.19 -0.03
H -4.93 4.91 3.33 0.07
H -3.54 4.70 2.37 0.07
H -3.62 3.93 4.03 0.08
H -3.02 1.95 1.24 0.09
H -2.81 2.02 2.91 0.11
H -3.15 -0.25 1.80 0.10
H -4.51 0.13 1.13 0.10
H -4.14 0.11 4.12 0.12
H -5.16 -1.03 3.21 0.13
H -8.16 0.80 2.95 0.08
H -6.97 0.79 1.55 0.07
H -7.39 -0.59 2.59 0.08
H -5.62 0.72 5.58 0.09
H -7.39 0.95 5.30 0.08
H -6.64 -0.57 5.08 0.09
H -6.51 3.61 1.36 0.07
H -5.74 2.31 0.55 0.06
H -5.03 3.89 0.55 0.08
H -7.24 3.21 3.09 0.08
C 3.92 3.61 -0.38 -0.22
C 3.70 4.75 0.78 -0.13
O 2.54 5.63 0.70 -0.10
O 5.22 3.16 -0.50 -0.04
H 3.56 3.99 -1.33 0.11
H 3.34 2.71 -0.15 0.09
H 4.53 5.46 0.73 0.11
H 3.75 4.32 1.78 0.10
H 2.74 6.50 1.05 0.11
H 5.32 2.54 0.23 0.05
C 1.74 3.70 -3.86 -0.24
C 0.38 4.50 -3.91 -0.24
O 0.44 5.27 -5.07 -0.04
O 1.85 2.94 -5.01 -0.07
H 1.81 2.97 -3.06 0.10
H 2.57 4.38 -3.65 0.12
H 0.24 4.98 -2.95 0.12
H -0.47 3.82 -3.96 0.08
H 0.82 4.69 -5.73 0.08
H 1.03 2.45 -5.08 0.03
C 0.59 0.15 -0.87 -0.22
C -0.84 0.75 -0.66 -0.17
O -1.91 -0.02 -1.19 -0.09
O 1.02 0.12 -2.19 -0.07
H 0.72 -0.79 -0.34 0.10
H 1.35 0.72 -0.33 0.10
H -0.83 1.70 -1.18 0.11
H -1.01 0.97 0.40 0.11
H -1.77 -0.20 -2.12 0.03
H 1.95 0.31 -2.29 0.04
C -4.55 -2.06 -1.29 -0.26
C -5.77 -2.86 -0.96 -0.27
O -5.45 -4.10 -0.40 -0.04
O -3.60 -1.91 -0.24 -0.07
H -4.91 -1.16 -1.79 0.11
H -4.04 -2.64 -2.05 0.12
H -6.42 -2.95 -1.82 0.12
H -6.39 -2.28 -0.28 0.11
H -4.73 -3.94 0.21 0.08
H -2.90 -1.32 -0.56 0.03
C 3.86 -1.73 -4.61 -0.23
C 3.71 -0.26 -4.23 -0.18
O 3.65 -0.14 -2.79 -0.10
O 3.92 -1.78 -6.03 -0.06
H 3.04 -2.29 -4.17 0.11
H 4.82 -2.18 -4.34 0.12
H 2.73 0.12 -4.54 0.12
H 4.51 0.35 -4.67 0.13
H 4.38 -0.64 -2.41 0.09
H 4.84 -1.71 -6.27 0.09
C 0.15 -3.19 -3.35 -0.21
C 0.81 -4.56 -3.49 -0.24
O -0.09 -5.65 -3.32 -0.05
O -1.09 -2.99 -4.12 -0.08
H 0.82 -2.40 -3.69 0.10
H -0.05 -2.97 -2.30 0.11
H 1.57 -4.60 -2.71 0.09
H 1.31 -4.69 -4.45 0.12
H -0.61 -5.43 -2.54 0.08
H -1.30 -2.07 -3.95 0.01
C -1.36 1.35 -5.51 -0.22
C -2.13 0.08 -5.06 -0.12
O -1.57 -0.31 -3.78 -0.11
O -0.01 1.17 -5.78 -0.05
H -1.51 2.13 -4.77 0.10
H -1.84 1.76 -6.40 0.13
H -1.90 -0.70 -5.79 0.12
H -3.22 0.13 -5.01 0.13
H -0.67 0.01 -3.82 0.07
H 0.16 0.74 -6.62 0.12
C 3.93 0.13 2.23 -0.23
C 4.58 0.07 0.93 -0.31
O 5.86 0.58 0.91 -0.02
O 3.52 1.46 2.40 -0.05
H 4.63 -0.17 3.01 0.13
H 3.06 -0.52 2.10 0.11
H 3.87 0.49 0.22 0.11
H 4.59 -0.93 0.51 0.11
H 6.31 0.24 0.13 0.11
H 3.40 1.68 3.33 0.10
C -0.04 4.25 1.64 -0.24
C 0.64 3.52 2.80 -0.19
O 0.90 2.14 2.55 -0.09
O 0.59 3.99 0.41 -0.08
H -0.15 5.33 1.80 0.12
H -1.06 3.94 1.41 0.10
H 0.03 3.67 3.69 0.12
H 1.59 4.00 3.03 0.11
H 1.53 2.12 1.83 0.06
H 1.27 4.67 0.34 0.01
C -3.96 2.56 -2.14 -0.21
C -3.44 3.81 -2.99 -0.25
O -3.59 3.90 -4.35 -0.06
O -5.35 2.67 -1.92 -0.06
H -3.47 2.55 -1.16 0.10
H -3.62 1.66 -2.66 0.10
H -2.37 3.82 -2.81 0.09
H -3.97 4.66 -2.54 0.12
H -3.50 4.81 -4.63 0.10
H -5.65 1.84 -2.29 0.08
C -0.28 -2.29 4.54 -0.19
C 0.45 -0.95 4.14 -0.21
O 0.19 -0.50 2.80 -0.09
O -1.68 -2.02 4.77 -0.08
H 0.22 -2.82 5.34 0.12
H -0.32 -2.96 3.68 0.10
H 1.52 -1.16 4.09 0.08
H 0.38 -0.14 4.87 0.12
H 0.44 0.43 2.72 0.02
H -1.96 -1.57 3.97 0.06

[2]
13
Properties=species:S:1:pos:R:3:lowdin_charge:R:1 method="wB97M-V/def2-TZVPD" mol_weight_g_mol=76.10 charge=0 homo_lumo_gap_ev=9.906 relative_energy_ev=4.5281 lumo_energy_ev=0.89 multiplicity=1
C 0.24 0.45 -0.12 -0.59
C 1.39 -0.51 -0.26 -0.04
N -0.88 0.15 -0.91 0.03
N 0.04 1.01 1.14 0.10
O -1.90 -0.88 0.11 -0.22
H -2.01 -1.66 -0.44 0.01
H -1.61 0.84 -0.77 0.09
H 0.18 1.15 -1.18 0.20
H -0.94 1.18 1.35 0.09
H 0.48 0.53 1.91 0.09
H 2.30 -0.08 0.17 0.08
H 1.56 -0.76 -1.30 0.08
H 1.15 -1.42 0.29 0.08

[3]
28
Properties=species:S:1:pos:R:3:lowdin_charge:R:1 method="wB97M-V/def2-TZVPD" mol_weight_g_mol=269.15 charge=+2 homo_lumo_gap_ev=6.435 relative_energy_ev=0.9104 lumo_energy_ev=-8.81 multiplicity=1
N 1.80 1.42 -1.37 0.25
C 2.74 1.64 -0.45 -0.41
N 3.97 1.93 -0.81 0.27
N 2.48 1.29 0.83 0.14
C 1.48 0.93 1.68 -0.01
N 0.53 0.14 1.47 0.17
C 0.08 -0.59 0.42 -0.31
C 0.88 -1.22 -0.51 -0.45
Br 2.72 -1.64 -0.25 0.86
C -1.38 -0.88 0.28 -0.15
C -2.37 0.00 0.77 -0.05
C -3.71 -0.19 0.49 -0.06
C -4.22 -1.28 -0.17 -0.07
C -3.35 -2.12 -0.77 -0.04
C -1.95 -2.00 -0.47 0.00
H 0.88 0.99 -1.10 0.14
H 2.03 1.70 -2.30 0.15
H 4.12 2.37 -1.67 0.13
H 4.77 1.75 -0.25 0.15
H 3.25 1.54 1.37 0.15
H 1.50 1.55 2.57 0.19
H -0.10 -0.05 2.27 0.22
H 0.46 -1.69 -1.39 0.07
H -2.10 0.95 1.15 0.10
H -4.47 0.57 0.86 0.15
H -5.28 -1.28 -0.41 0.13
H -3.53 -3.09 -1.42 0.17
H -1.24 -2.75 -0.83 0.10

[4]
79
Properties=species:S:1:pos:R:3:lowdin_charge:R:1 method="wB97M-V/def2-TZVPD" mol_weight_g_mol=698.36 charge=0 homo_lumo_gap_ev="4.806 / 6.726" relative_energy_ev=0.0000 lumo_energy_ev="-0.06 / -1.77" multiplicity=5
C 3.84 -1.80 2.82 -0.09
C 3.28 -1.10 1.62 -0.54
C 3.79 -1.06 0.34 -0.11
C 3.15 -0.19 -0.58 -0.03
C 2.25 0.58 0.16 -0.55
B -1.27 0.98 3.33 -0.23
C -1.23 -0.52 2.49 -0.09
C -1.89 -1.42 3.30 -0.03
C -2.27 -2.67 2.79 -0.11
C -3.35 -3.37 3.56 -0.49
F -3.68 -4.61 3.11 0.12
F -2.97 -3.48 4.89 0.10
F -4.52 -2.62 3.54 0.10
C -1.79 -3.18 1.58 0.04
C -0.93 -2.39 0.84 -0.11
C -0.33 -3.06 -0.40 -0.48
F 0.47 -2.30 -1.22 0.10
F 0.43 -4.15 -0.01 0.11
F -1.34 -3.54 -1.20 0.11
C -0.65 -1.07 1.28 -0.05
O -0.06 1.44 3.34 -0.09
C 1.46 2.42 3.63 0.15
C 2.75 2.95 2.78 -0.53
C 2.69 4.47 2.97 -0.06
C 3.96 2.34 3.48 -0.07
C 3.18 2.85 1.37 0.02
O 1.84 1.80 0.05 -0.07
S 1.93 -0.09 1.77 1.17
H 4.79 -2.29 2.52 0.08
H 4.11 -1.07 3.62 0.07
H 3.19 -2.58 3.26 0.09
H 4.71 -1.60 0.17 0.11
H 3.43 0.00 -1.61 0.12
H -2.22 -1.13 4.31 0.13
H -2.03 -4.19 1.22 0.14
H 0.03 -0.56 0.57 0.04
H 0.93 3.26 4.04 0.09
H 1.76 1.73 4.42 0.11
H 3.58 4.98 2.57 0.10
H 1.84 4.91 2.46 0.05
H 2.63 4.75 4.02 0.09
H 4.90 2.69 3.03 0.10
H 4.00 2.61 4.54 0.09
H 3.96 1.25 3.39 0.06
H 2.99 3.64 0.61 0.10
H 4.03 2.23 1.12 0.09
C -4.13 1.64 -1.69 -0.13
C -3.84 2.34 -0.45 -0.12
C -3.38 1.35 0.52 -0.12
C -3.39 0.06 -0.13 -0.11
C -3.84 0.24 -1.49 -0.12
Fe -2.24 1.39 -1.11 0.28
C -1.20 0.99 -2.75 -0.10
C -1.54 2.39 -2.66 -0.11
C -1.05 2.90 -1.41 -0.08
C -0.35 1.81 -0.75 -0.21
C 0.48 1.91 0.50 -0.21
C 0.16 3.30 1.11 -0.15
C -0.84 3.56 2.07 -0.04
C -1.02 4.85 2.57 -0.06
C -0.47 5.96 1.92 -0.08
C 0.32 5.72 0.79 -0.08
C 0.69 4.40 0.44 -0.08
C -0.40 0.65 -1.60 -0.05
H -4.57 2.09 -2.57 0.12
H -4.03 3.39 -0.25 0.12
H -3.21 1.53 1.58 0.09
H -3.23 -0.89 0.37 0.11
H -4.00 -0.56 -2.22 0.12
H -1.39 0.28 -3.55 0.12
H -1.99 3.01 -3.43 0.12
H -1.13 3.90 -1.01 0.12
H 0.12 1.19 1.17 0.05
H -1.50 2.75 2.47 0.07
H -1.61 4.95 3.49 0.12
H -0.62 6.95 2.34 0.10
H 0.69 6.56 0.19 0.11
H 1.36 4.25 -0.42 0.14
H 0.13 -0.26 -1.40 0.09

[5]
56
Properties=species:S:1:pos:R:3:lowdin_charge:R:1 method="wB97M-V/def2-TZVPD" mol_weight_g_mol=418.82 charge=+1 homo_lumo_gap_ev=7.641 lumo_energy_ev=-2.98 multiplicity=1
C -0.30 3.05 -1.47 -0.10
C -0.45 1.42 -1.46 -0.29
N 0.74 0.68 -1.38 0.10
C -1.83 0.56 -1.58 -0.12
C -3.10 1.14 -0.71 -0.52
P -2.90 1.39 1.19 0.70
O -2.01 -0.03 1.77 -0.35
Cl -1.79 3.16 1.64 0.23
C -3.76 2.37 -1.60 -0.12
C -4.66 1.54 -2.71 -0.16
C -5.41 0.52 -1.67 -0.42
P -6.95 1.44 -1.01 0.91
N -6.85 1.76 0.75 -0.22
O -7.00 3.06 -1.74 -0.36
N -4.28 0.15 -0.73 -0.01
H -1.27 3.64 -1.15 0.04
H 0.52 3.33 -0.65 0.10
H 0.14 3.48 -2.49 0.11
H 1.54 1.39 -1.31 0.05
H -2.06 0.40 -2.72 0.13
H -1.59 -0.53 -1.16 0.13
H -1.18 -0.04 1.21 0.05
H -4.43 3.13 -1.00 0.13
H -3.03 3.01 -2.27 0.13
H -4.09 0.78 -3.43 0.13
H -5.28 2.16 -3.49 0.13
H -5.80 -0.46 -2.20 0.14
H -7.60 1.15 1.20 0.05
H -7.22 2.74 0.92 0.06
H -7.53 2.90 -2.58 0.07
H -4.68 0.21 0.25 0.10
H -3.97 -0.84 -0.95 0.19
C 3.06 -0.11 0.71 -0.04
C 3.77 1.21 0.57 -0.54
O 3.16 2.28 0.55 -0.01
N 5.13 1.20 0.47 0.01
C 6.01 0.06 0.47 -0.08
H 1.98 0.06 0.79 0.05
H 3.25 -0.73 -0.17 0.09
H 3.39 -0.62 1.62 0.07
H 5.53 2.12 0.38 0.14
H 6.71 0.17 1.30 0.09
H 6.57 0.06 -0.47 0.08
H 5.48 -0.89 0.57 0.04
C 5.97 -4.16 1.78 0.00
C 4.64 -3.47 1.70 -0.50
O 4.51 -2.34 1.23 -0.03
N 3.54 -4.13 2.16 0.01
C 3.48 -5.45 2.75 -0.08
H 6.74 -3.50 1.36 0.09
H 6.22 -4.37 2.82 0.09
H 5.95 -5.08 1.19 0.09
H 2.68 -3.60 2.08 0.15
H 2.80 -6.06 2.14 0.09
H 3.07 -5.36 3.76 0.09
H 4.45 -5.93 2.80 0.08

[6]
25
Properties=species:S:1:pos:R:3:lowdin_charge:R:1 method="wB97M-V/def2-TZVPD" mol_weight_g_mol=347.77 charge=+4 homo_lumo_gap_ev="6.343 / 6.534" relative_energy_ev=1.6017 lumo_energy_ev="-18.51 / -18.76" multiplicity=1
Al 0.97 -2.86 -1.79 -0.39
Ga -0.57 -1.46 0.05 0.80
Cl 1.26 -0.85 -2.54 0.49
Cl 2.04 -3.01 0.07 0.52
C -1.20 -2.23 1.75 0.09
C 0.52 -3.24 -3.88 0.03
C 1.19 -5.12 -2.03 0.08
O -1.41 -2.59 2.83 0.34
O 0.19 -3.01 -4.95 0.30
O 1.23 -6.27 -2.11 0.29
C -2.33 3.45 1.00 0.09
C -1.21 2.49 0.91 -0.13
C 0.17 2.62 0.96 0.27
C 0.73 1.35 0.78 -0.17
N -0.30 0.48 0.58 0.01
N -1.46 1.19 0.71 0.13
C 2.15 0.98 0.75 0.06
H -2.36 3.94 1.99 0.15
H -2.26 4.23 0.23 0.15
H -3.28 2.91 0.86 0.12
H 0.72 3.53 1.05 0.19
H -2.38 0.78 0.60 0.20
H 2.65 1.53 -0.06 0.15
H 2.67 1.26 1.68 0.15
H 2.29 -0.10 0.58 0.06